No. 1
{
  "formula": "C20H25MnN4O2S2",
  "method": "the ωB97M-V functional and the def2-TZVPD basis",
  "elements": ["Mn", "C", "C", "C", "N", "C", "S", "N", "C", "O", "C", "C", "C", "C", "C", "C", "H", "H", "H", "H", "H", "H", "H", "H", "H", "H", "H", "H", "H", "H", "S", "C", "N", "C", "C", "C", "C", "C", "C", "H", "H", "H", "H", "H", "C", "C", "N", "O", "H", "H", "H", "H", "H", "H"],
  "coordinates": [[-0.89587, 0.82583, 1.20289], [-0.29667, -4.72477, 1.04119], [0.12213, -3.27177, 1.19479], [1.61403, -3.09267, 0.92359], [2.04193, -1.70987, 1.10749], [1.65003, -0.62727, 0.39909], [1.46953, 0.82583, 1.20289], [1.35963, -0.68847, -0.93331], [1.59223, -1.60917, -1.94791], [0.71163, -1.85217, -2.76991], [2.92593, -2.26387, -2.06091], [4.08793, -1.69717, -1.52361], [5.31623, -2.34617, -1.67321], [5.39183, -3.55217, -2.37011], [4.24253, -4.11007, -2.92711], [3.01363, -3.46517, -2.77941], [-1.36887, -4.83317, 1.23149], [0.24093, -5.36467, 1.74819], [-0.09337, -5.08597, 0.02779], [-0.11697, -2.92787, 2.20809], [-0.46467, -2.65447, 0.50459], [1.85513, -3.44097, -0.07731], [2.20083, -3.69287, 1.62789], [2.21993, -1.46947, 2.07739], [0.64843, -0.01807, -1.19831], [4.05923, -0.74847, -0.99561], [6.21683, -1.90627, -1.25151], [6.35013, -4.05247, -2.48781], [4.30273, -5.04347, -3.48141], [2.12213, -3.90287, -3.22471], [-0.49627, 5.32583, 1.73959], [-0.28297, 3.65183, 2.02609], [-0.89587, 2.83283, 1.20289], [-1.59777, 3.56793, 0.26019], [-2.37787, 3.03773, -0.78761], [-3.03587, 3.89963, -1.67141], [-2.92587, 5.27873, -1.52361], [-2.15857, 5.83083, -0.49301], [-1.50187, 4.95633, 0.38899], [0.32683, 3.29383, 2.84519], [-2.46067, 1.96123, -0.89881], [-3.63637, 3.48543, -2.47791], [-3.44297, 5.93773, -2.21811], [-2.07367, 6.90723, -0.37901], [-4.94237, 1.82583, 1.63299], [-3.44097, 1.78523, 1.61549], [-2.81797, 2.89713, 2.09369], [-2.80057, 0.82583, 1.20289], [-5.31497, 2.77033, 2.03919], [-5.31487, 1.00753, 2.25479], [-5.31487, 1.71433, 0.61119], [-3.31057, 3.70683, 2.44189], [-1.80627, 2.90273, 2.09609], [-0.89587, -0.90287, 1.20289]],
  "lowdin_spin": [4.164, -0.004, -0.023, -0.001, -0.004, -0.006, -0.039, 0.007, 0.001, 0.001, 0.000, 0.000, 0.000, 0.000, 0.000, 0.000, 0.000, -0.001, 0.000, -0.004, -0.016, 0.000, 0.000, 0.000, 0.002, 0.000, 0.000, 0.000, 0.000, 0.000, 0.016, 0.014, 0.021, 0.008, 0.003, 0.002, 0.000, 0.002, 0.002, 0.001, 0.002, 0.000, 0.000, 0.000, -0.001, 0.011, 0.011, 0.033, 0.000, 0.000, 0.000, 0.000, 0.003, -0.203],
  "orbital_gap_ev": [6.11, 6.59],
  "total_charge": 2,
  "multiplicity": 5,
  "energy_ha": -3093.3806
}



No. 2
{
  "formula": "C27H25ClF32O8S",
  "method": "the ωB97M-V functional and the def2-TZVPD basis",
  "elements": ["C", "C", "C", "O", "C", "O", "O", "C", "S", "C", "C", "O", "Cl", "H", "H", "H", "H", "H", "H", "H", "H", "H", "C", "C", "C", "F", "F", "F", "F", "O", "C", "C", "F", "F", "F", "F", "H", "H", "H", "H", "C", "C", "C", "F", "F", "F", "F", "O", "C", "C", "F", "F", "F", "F", "H", "H", "H", "H", "C", "C", "C", "F", "F", "F", "F", "O", "C", "C", "F", "F", "F", "F", "H", "H", "H", "H", "C", "C", "C", "F", "F", "F", "F", "O", "C", "C", "F", "F", "F", "F", "H", "H", "H", "H"],
  "coordinates": [[0.76329, 3.05388, 2.69294], [-0.02611, 4.29397, 3.47924], [-1.39724, 4.78323, 2.72602], [-1.18087, 5.31954, 1.37058], [-1.73370, 4.35820, 0.39827], [-1.25742, 4.14017, -0.83168], [-2.87397, 3.62799, 0.99045], [-2.61112, 3.72106, 2.43540], [-4.14132, 4.56471, 3.11980], [-2.63318, 2.25913, 3.17637], [-2.64670, 1.03956, 2.03416], [-1.58425, 0.26521, 1.75540], [-4.21641, 0.62341, 1.06738], [1.29431, 3.41157, 1.69842], [1.64996, 2.74702, 3.42799], [0.07856, 2.11789, 2.53734], [-0.16146, 4.08162, 4.63837], [0.73194, 5.21441, 3.41891], [-1.74113, 5.71830, 3.33996], [-3.82567, 5.50286, 4.12269], [-3.69123, 2.16898, 3.71632], [-1.81505, 2.10317, 3.99838], [4.09996, -1.31524, -1.14276], [4.16229, -0.02794, -1.97679], [5.04870, 1.06691, -1.39687], [4.61498, 1.48884, -0.18656], [5.04639, 2.16268, -2.20341], [2.89800, 0.42425, -2.19744], [4.65385, -0.36807, -3.20955], [2.95665, -1.45413, -0.29369], [3.07035, -0.84379, 0.99021], [2.03489, 0.26514, 1.21301], [2.17601, 1.26686, 0.30718], [2.17839, 0.83117, 2.44085], [4.34394, -0.41873, 1.17516], [2.87575, -1.84299, 1.89155], [4.00641, -2.14373, -1.85590], [5.03606, -1.51945, -0.60946], [6.08537, 0.73147, -1.29902], [1.01670, -0.12476, 1.12942], [-1.26924, 3.97872, -4.43709], [-0.76648, 5.23940, -5.15440], [-1.86269, 6.12913, -5.72663], [-2.59686, 5.49419, -6.66940], [-1.32483, 7.22011, -6.33628], [0.13073, 4.88149, -6.11279], [-0.05710, 5.97037, -4.23816], [-1.23659, 2.77018, -5.20242], [-2.37748, 2.53630, -6.02553], [-2.03028, 2.48227, -7.51820], [-1.49191, 3.65302, -7.94643], [-3.14074, 2.26844, -8.27300], [-3.33336, 3.45405, -5.74099], [-2.88020, 1.33772, -5.62629], [-0.57180, 3.79176, -3.61105], [-2.23827, 4.12928, -3.94647], [-2.53592, 6.48778, -4.94247], [-1.31230, 1.68426, -7.72649], [1.23762, -5.18507, -1.00127], [2.47929, -4.64718, -1.72624], [2.18305, -3.74115, -2.91455], [1.49525, -4.38218, -3.88769], [3.33898, -3.31023, -3.48842], [3.27482, -5.69083, -2.08614], [3.20280, -3.92914, -0.81082], [0.83879, -6.51450, -1.34902], [-0.00696, -6.62013, -2.49242], [0.62967, -7.43115, -3.62754], [1.78081, -6.85789, -4.06358], [-0.19823, -7.50294, -4.70365], [-0.39177, -5.38081, -2.88349], [-1.13578, -7.24216, -2.05937], [1.50315, -5.25414, 0.06101], [0.39582, -4.48284, -1.02639], [1.61581, -2.85648, -2.61061], [0.86156, -8.44891, -3.30181], [-0.48567, -3.73886, 5.93277], [-0.08919, -2.39839, 6.56726], [-1.14995, -1.77945, 7.46860], [-2.28856, -1.49240, 6.79616], [-0.70941, -0.60163, 7.98808], [0.29257, -1.53478, 5.58746], [1.03328, -2.62343, 7.31990], [-0.95978, -3.67514, 4.58424], [-2.35166, -3.40136, 4.43741], [-2.62205, -2.08966, 3.69049], [-2.09731, -1.02464, 4.34948], [-3.95655, -1.85520, 3.57763], [-2.94992, -3.44729, 5.65268], [-2.86008, -4.44621, 3.73137], [0.43282, -4.33522, 5.86603], [-1.14872, -4.33100, 6.57473], [-1.39579, -2.43824, 8.30665], [-2.18933, -2.11220, 2.68652]],
  "mulliken_charge": [-0.590, -0.753, -0.156, -0.316, 0.415, -0.507, -0.278, 0.970, -0.287, -1.040, 0.416, -0.364, -0.151, 0.270, 0.319, -0.092, 0.331, 0.384, 0.454, 0.181, 0.581, 0.234, -0.729, 0.896, 0.066, -0.191, -0.288, -0.276, -0.351, -0.305, 0.505, 0.540, -0.251, -0.273, -0.300, -0.256, 0.393, 0.330, 0.266, 0.167, -0.677, 0.939, 0.059, -0.215, -0.281, -0.289, -0.316, -0.383, 0.736, 0.192, -0.212, -0.260, -0.272, -0.290, 0.381, 0.366, 0.289, 0.241, -0.877, 1.082, 0.136, -0.261, -0.276, -0.318, -0.263, -0.430, 0.765, 0.186, -0.207, -0.254, -0.276, -0.297, 0.475, 0.363, 0.281, 0.241, -0.725, 0.956, 0.025, -0.180, -0.281, -0.223, -0.342, -0.347, 0.618, 0.376, -0.244, -0.294, -0.280, -0.297, 0.405, 0.323, 0.265, 0.203],
  "orbital_gap_ev": 9.41,
  "de_lowest_kj_mol": 352.8,
  "multiplicity": 1,
  "energy_ha": -5699.6522
}



No. 3
{
  "formula": "C11H12ClN2O3W",
  "method": "the ωB97M-V functional and the def2-TZVPD basis",
  "elements": ["W", "N", "C", "C", "O", "N", "C", "C", "O", "O", "H", "H", "H", "H", "H", "H", "Cl", "C", "C", "C", "C", "C", "C", "C", "H", "H", "H", "H", "H", "H"],
  "coordinates": [[-0.02053, -3.29544, -0.04020], [-2.34490, -3.60301, -0.01182], [-2.33278, -3.80542, 1.48979], [-0.93929, -3.28288, 1.78287], [-0.66736, -2.04726, 1.36619], [0.10155, -4.19811, 1.76656], [1.37744, -4.06085, 2.43902], [2.00523, -2.69317, 2.21615], [2.42397, -1.72201, 2.58336], [1.59400, -2.74789, 0.22240], [-2.86217, -2.75495, -0.24412], [-2.82992, -4.36365, -0.48982], [-2.39085, -4.86867, 1.70665], [-3.12082, -3.26451, 2.00994], [2.08455, -4.79419, 2.04849], [1.29309, -4.17722, 3.52369], [0.38898, 7.45053, -1.29221], [0.44046, 5.78994, -1.43564], [0.64355, 5.21588, -2.71486], [0.67910, 3.86641, -2.82649], [0.49752, 3.01732, -1.66621], [0.48044, 1.67734, -1.81886], [0.30990, 3.64864, -0.37801], [0.28218, 4.99605, -0.26590], [0.76740, 5.86425, -3.57106], [0.84274, 3.40312, -3.79158], [0.33525, 0.98730, -0.99131], [0.62206, 1.24538, -2.80273], [0.19470, 3.02655, 0.50034], [0.14451, 5.49051, 0.68542]],
  "mulliken_charge": [1.545, -0.573, -0.535, 0.299, -0.348, -0.244, -0.295, 0.600, -0.049, -0.492, 0.297, 0.319, 0.366, 0.380, 0.354, 0.380, -0.025, 0.680, -0.734, -0.367, 1.133, -0.792, -0.321, -0.721, 0.447, 0.388, 0.217, 0.282, 0.372, 0.438],
  "orbital_gap_ev": 5.42,
  "de_lowest_kj_mol": 304.8,
  "total_charge": 3,
  "multiplicity": 1,
  "energy_ha": -1287.6393
}



No. 4
{
  "formula": "C6H8N2O2",
  "method": "the ωB97M-V functional and the def2-TZVPD basis",
  "elements": ["C", "C", "C", "C", "C", "C", "H", "H", "H", "H", "H", "H", "H", "H", "N", "N", "O", "O"],
  "coordinates": [[1.52270, -0.89048, -0.30851], [1.19975, 0.23019, -1.10458], [-0.07624, 0.72038, -1.41336], [-1.01817, -1.15665, -0.30112], [-0.05183, 1.13168, 0.77634], [-0.31061, 0.49075, 1.89986], [0.35558, -2.46861, 0.34460], [1.92600, 0.99708, -1.38977], [-0.40816, 1.74990, -1.69175], [-2.03191, 0.33337, -1.42101], [0.78119, 0.82446, 0.16130], [-0.66231, 1.95836, 0.45961], [0.21368, -0.36213, 2.27780], [-1.09011, 0.88346, 2.58918], [0.25244, -1.55982, -0.10217], [-1.10308, -0.02443, -1.03705], [2.56652, -1.16894, 0.25830], [-2.06544, -1.68856, 0.00236]],
  "mulliken_charge": [0.321, -0.319, -0.250, 0.262, -0.506, -0.592, 0.241, 0.293, 0.501, 0.293, 0.323, 0.183, 0.271, 0.239, 0.020, -0.049, -0.598, -0.634],
  "orbital_gap_ev": 8.35,
  "de_lowest_kj_mol": 444.5,
  "multiplicity": 1,
  "energy_ha": -493.2776
}



Copy entry 3 word for word.
{
  "formula": "C11H12ClN2O3W",
  "method": "the ωB97M-V functional and the def2-TZVPD basis",
  "elements": ["W", "N", "C", "C", "O", "N", "C", "C", "O", "O", "H", "H", "H", "H", "H", "H", "Cl", "C", "C", "C", "C", "C", "C", "C", "H", "H", "H", "H", "H", "H"],
  "coordinates": [[-0.02053, -3.29544, -0.04020], [-2.34490, -3.60301, -0.01182], [-2.33278, -3.80542, 1.48979], [-0.93929, -3.28288, 1.78287], [-0.66736, -2.04726, 1.36619], [0.10155, -4.19811, 1.76656], [1.37744, -4.06085, 2.43902], [2.00523, -2.69317, 2.21615], [2.42397, -1.72201, 2.58336], [1.59400, -2.74789, 0.22240], [-2.86217, -2.75495, -0.24412], [-2.82992, -4.36365, -0.48982], [-2.39085, -4.86867, 1.70665], [-3.12082, -3.26451, 2.00994], [2.08455, -4.79419, 2.04849], [1.29309, -4.17722, 3.52369], [0.38898, 7.45053, -1.29221], [0.44046, 5.78994, -1.43564], [0.64355, 5.21588, -2.71486], [0.67910, 3.86641, -2.82649], [0.49752, 3.01732, -1.66621], [0.48044, 1.67734, -1.81886], [0.30990, 3.64864, -0.37801], [0.28218, 4.99605, -0.26590], [0.76740, 5.86425, -3.57106], [0.84274, 3.40312, -3.79158], [0.33525, 0.98730, -0.99131], [0.62206, 1.24538, -2.80273], [0.19470, 3.02655, 0.50034], [0.14451, 5.49051, 0.68542]],
  "mulliken_charge": [1.545, -0.573, -0.535, 0.299, -0.348, -0.244, -0.295, 0.600, -0.049, -0.492, 0.297, 0.319, 0.366, 0.380, 0.354, 0.380, -0.025, 0.680, -0.734, -0.367, 1.133, -0.792, -0.321, -0.721, 0.447, 0.388, 0.217, 0.282, 0.372, 0.438],
  "orbital_gap_ev": 5.42,
  "de_lowest_kj_mol": 304.8,
  "total_charge": 3,
  "multiplicity": 1,
  "energy_ha": -1287.6393
}